Entry from the Open Molecules 2025 dataset: a molecular structure, C22H24NO4SSc (the ωB97M-V functional and the def2-TZVPD basis).

Electronic energy ... -2367.36800 Eh
Energy above the lowest of the compared OMol25 structures with the same formula, charge and spin ... 0.00 kcal/mol
Spin multiplicity ... 1
Total charge ... -2

Last column: natural (NBO) charge in e.
Geometry (Å):
1 Sc -0.1856 0.0123 0.3000  1.39
2 C -1.7583 1.2545 -1.2100  -0.36
3 C -1.5066 2.0291 -0.0374  -0.32
4 C -0.1385 2.4520 -0.0744  -0.35
5 H -2.2391 2.3344 0.7024  0.24
6 C 0.4229 1.9952 -1.3066  -0.32
7 C -0.5752 1.2645 -2.0036  -0.30
8 H -0.4759 0.8544 -3.0100  0.20
9 H -2.7136 0.8043 -1.4705  0.25
10 H 0.3514 3.0587 0.6872  0.23
11 H 1.4161 2.2405 -1.6875  0.20
12 C -1.0548 -2.2238 -0.1643  -0.36
13 C -0.8805 -1.6968 -1.4861  -0.28
14 C 0.5099 -1.5623 -1.7359  -0.34
15 H -1.6864 -1.5406 -2.1984  0.21
16 C 1.2096 -1.9902 -0.5759  -0.27
17 C 0.2515 -2.3753 0.4124  -0.40
18 H 0.4652 -2.7921 1.3948  0.23
19 H -1.9568 -2.6489 0.2451  0.26
20 H 1.0034 -1.2707 -2.6644  0.21
21 H 2.2917 -2.1053 -0.5128  0.21
22 O 1.6627 0.3535 0.6871  -0.85
23 C 4.4996 -0.3045 0.0456  0.11
24 C 4.0107 0.2448 1.2995  -0.48
25 C 4.6338 0.5584 -1.1320  -0.66
26 C 5.0168 -1.6800 -0.0013  -0.67
27 C 2.5356 -0.1119 1.6503  -0.01
28 H 4.0787 1.3396 1.2507  0.20
29 H 4.6350 -0.1453 2.1158  0.18
30 H 2.4436 -1.2063 1.7254  0.13
31 H 2.2589 0.3028 2.6312  0.17
32 H 5.5994 1.0994 -1.1297  0.18
33 H 3.8252 1.3041 -1.1681  0.24
34 H 4.6046 -0.0308 -2.0614  0.20
35 H 6.0876 -1.7261 0.2715  0.18
36 H 4.9338 -2.0984 -1.0167  0.20
37 H 4.4770 -2.3395 0.6946  0.22
38 O -0.6803 1.1989 3.0647  -0.70
39 C -1.7775 0.7021 2.7353  0.61
40 N -1.8878 -0.1617 1.6581  -1.01
41 S -3.3833 -0.8142 1.4170  2.31
42 O -3.7973 -0.5462 0.0590  -0.98
43 O -3.4661 -2.1627 1.9209  -0.98
44 C -4.1313 0.2950 2.5509  -0.33
45 C -5.4900 0.4812 2.7625  -0.20
46 C -5.8528 1.3839 3.7675  -0.37
47 C -4.8737 2.0656 4.5080  -0.28
48 C -3.5248 1.8689 4.2533  -0.19
49 C -3.1420 0.9682 3.2672  -0.29
50 H -6.2055 -0.0795 2.1522  0.20
51 H -6.9065 1.5508 3.9802  0.17
52 H -5.1806 2.7577 5.2940  0.18
53 H -2.7202 2.3781 4.7910  0.20


Entry from the Open Molecules 2025 dataset: a molecular structure, C22H25As2N2OPdS (the ωB97M-V functional and the def2-TZVPD basis).

Electronic energy ... -6035.10636 Eh
Energy above the lowest of the compared OMol25 structures with the same formula, charge and spin ... 20.86 kcal/mol
Spin multiplicity ... 2
Total charge ... +2

Last column: natural (NBO) charge in e.
Geometry (Å):
1 Pd 0.1492 0.4277 0.4425  0.60
2 O 0.9412 2.0448 1.6839  -0.61
3 N 0.1570 3.1251 1.8732  0.00
4 C 0.4416 3.9267 2.9182  0.04
5 C -0.2952 5.0571 3.1485  -0.23
6 C -1.3515 5.3633 2.2955  -0.12
7 C -1.6229 4.5255 1.2357  -0.22
8 C -0.8413 3.3933 1.0241  0.02
9 S -1.0859 2.3358 -0.3341  0.04
10 H 1.2629 3.5945 3.5356  0.25
11 H -0.0556 5.6854 3.9938  0.26
12 H -1.9589 6.2412 2.4689  0.25
13 H -2.4414 4.7208 0.5562  0.26
14 C 3.6866 0.7041 0.7713  -0.95
15 As 2.3223 1.1111 -0.5309  1.29
16 C 2.8152 2.8652 -1.1390  -0.94
17 C 2.7216 -0.1142 -1.9770  -0.39
18 C 3.7069 0.1818 -2.9114  -0.14
19 C 4.0063 -0.7362 -3.9103  -0.18
20 C 3.3260 -1.9438 -3.9745  -0.16
21 C 2.3341 -2.2343 -3.0467  -0.19
22 C 2.0355 -1.3130 -2.0507  -0.37
23 As 0.6907 -1.6947 -0.7251  1.13
24 C 1.6278 -2.8514 0.5139  -0.93
25 C -0.5715 -2.9207 -1.5124  -0.93
26 H 4.6496 0.7307 0.2642  0.26
27 H 3.5222 -0.2780 1.2060  0.25
28 H 3.6543 1.4514 1.5612  0.27
29 H 3.8897 2.8532 -1.3104  0.26
30 H 2.5845 3.5801 -0.3525  0.27
31 H 2.2781 3.1287 -2.0459  0.27
32 H 4.2425 1.1215 -2.8703  0.22
33 H 4.7670 -0.5008 -4.6424  0.25
34 H 3.5600 -2.6595 -4.7514  0.25
35 H 1.8042 -3.1763 -3.1063  0.23
36 H 2.0664 -3.6699 -0.0546  0.26
37 H 0.9333 -3.2458 1.2534  0.26
38 H 2.4136 -2.3025 1.0261  0.25
39 H -0.0503 -3.8480 -1.7390  0.26
40 H -1.0152 -2.5042 -2.4132  0.26
41 H -1.3532 -3.1194 -0.7811  0.26
42 N -1.4109 -0.5867 1.4961  -0.50
43 C -2.4193 -1.1212 1.3798  0.51
44 C -3.6760 -1.7796 1.2447  -0.26
45 C -4.2738 -2.4314 2.3169  -0.14
46 C -5.5054 -3.0352 2.1418  -0.19
47 C -6.1256 -3.0114 0.9031  -0.14
48 C -5.5333 -2.3498 -0.1621  -0.22
49 C -4.3086 -1.7317 0.0030  -0.10
50 H -3.7744 -2.4425 3.2773  0.24
51 H -5.9921 -3.5206 2.9766  0.25
52 H -7.0720 -3.5172 0.7652  0.24
53 H -6.0300 -2.3212 -1.1226  0.24
54 H -3.8260 -1.2079 -0.8129  0.22


Entry from the Open Molecules 2025 dataset: a molecular structure, C22H25AsBN8O6RhS (the ωB97M-V functional and the def2-TZVPD basis).

Electronic energy ... -4511.95375 Eh
Energy above the lowest of the compared OMol25 structures with the same formula, charge and spin ... 0.00 kcal/mol
Spin multiplicity ... 6
Total charge ... +1

Last column: natural (NBO) charge in e.
Geometry (Å):
1 Rh -0.4165 -0.5975 -0.4862  1.64
2 C 2.5188 -1.9294 -2.2649  -0.67
3 C 2.7690 -1.0013 -1.1286  0.24
4 C 3.9979 -0.6342 -0.5676  -0.33
5 C 3.6997 0.2512 0.4356  0.05
6 N 2.3636 0.4060 0.4874  -0.36
7 N 1.7887 -0.3655 -0.4774  -0.40
8 B 1.5582 1.3346 1.4009  0.93
9 N 0.6201 0.5034 2.2944  -0.35
10 C 0.4192 0.3865 3.6211  0.04
11 C -0.5884 -0.5196 3.8442  -0.32
12 C -0.9941 -0.9502 2.5786  0.24
13 C -2.0591 -1.9255 2.2089  -0.67
14 N -0.2577 -0.3207 1.6551  -0.38
15 N 0.6138 2.2241 0.4376  -0.12
16 C 0.4593 3.6320 0.4600  0.06
17 C -0.3971 3.9709 -0.5071  -0.30
18 C -0.7679 2.7145 -1.1256  0.41
19 C -1.6939 2.4773 -2.2212  -0.71
20 N -0.1037 1.6910 -0.4864  -0.26
21 N 2.4822 2.3097 2.0697  -0.42
22 C 2.7853 2.6857 3.3430  -0.01
23 C 3.6894 3.7077 3.2724  -0.33
24 C 3.9025 3.9205 1.8916  0.17
25 C 4.8008 4.9266 1.2414  -0.64
26 N 3.1776 3.0795 1.1733  -0.31
27 H 3.4574 -2.1799 -2.7528  0.24
28 H 2.0618 -2.8560 -1.9234  0.26
29 H 1.8464 -1.4872 -2.9996  0.25
30 H 4.9739 -0.9713 -0.8733  0.25
31 H 4.3485 0.7869 1.1079  0.24
32 H 0.9970 0.9309 4.3423  0.22
33 H -0.9768 -0.8362 4.7973  0.25
34 H -2.5794 -2.2682 3.0995  0.24
35 H -2.7812 -1.4652 1.5333  0.25
36 H -1.6282 -2.7854 1.6963  0.26
37 H 0.9924 4.2350 1.1734  0.27
38 H -0.7356 4.9560 -0.7795  0.27
39 H -1.9249 3.3991 -2.7483  0.26
40 H -1.3294 1.7109 -2.9124  0.31
41 H -2.6221 2.0673 -1.8037  0.30
42 H 2.3661 2.2229 4.2161  0.21
43 H 4.1500 4.2286 4.0954  0.24
44 H 5.3395 5.4980 1.9937  0.23
45 H 5.5243 4.4355 0.5914  0.24
46 H 4.2279 5.6204 0.6257  0.23
47 O -4.8642 -0.3020 -1.6777  -1.02
48 As -3.2683 -0.8246 -2.1924  2.43
49 O -2.9462 -0.1132 -3.6157  -1.10
50 O -2.3455 -0.3078 -0.8104  -1.05
51 C -3.4769 -2.7340 -1.9868  -0.44
52 C -4.7737 -3.2293 -1.9139  -0.17
53 C -4.9825 -4.5894 -1.7284  -0.18
54 C -3.9102 -5.4614 -1.6102  -0.18
55 C -2.6122 -4.9837 -1.6830  -0.19
56 C -2.4051 -3.6238 -1.8674  -0.26
57 S -0.7431 -3.0652 -1.8929  2.38
58 O -0.7752 -1.7118 -2.5057  -1.00
59 O 0.0605 -4.0345 -2.5590  -0.90
60 O -0.3768 -2.8297 -0.4505  -0.98
61 H -5.2064 0.2821 -2.3685  0.51
62 H -5.6096 -2.5525 -2.0018  0.25
63 H -5.9943 -4.9695 -1.6783  0.23
64 H -4.0845 -6.5192 -1.4648  0.23
65 H -1.7614 -5.6499 -1.6220  0.25


Entry from the Open Molecules 2025 dataset: 2 unconnected molecules or ions with the total composition C22H25BF3O2 (the ωB97M-V functional and the def2-TZVPD basis).

Electronic energy ... -1328.04184 Eh
Energy above the lowest of the compared OMol25 structures with the same formula, charge and spin ... 0.00 kcal/mol
Spin multiplicity ... 1
Total charge ... +1

Last column: natural (NBO) charge in e.
Geometry (Å):
1 C 0.8343 -0.6462 2.5408  -0.64
2 C 1.2416 0.7705 2.1181  0.24
3 C 2.2199 1.3727 3.1333  -0.63
4 C 1.8006 0.7911 0.6184  0.24
5 C 2.5670 2.0892 0.3347  -0.64
6 C 2.6632 -0.4284 0.2761  -0.63
7 O 0.6115 0.8253 -0.1923  -0.71
8 B -0.2849 1.4509 0.6863  1.17
9 C -1.6227 2.0869 0.1385  -0.83
10 C -1.5328 3.5571 0.2018  -0.13
11 C -0.6263 4.2405 -0.4678  -0.44
12 O 0.0423 1.5621 2.0431  -0.71
13 H 1.6944 -1.3081 2.6316  0.22
14 H 0.3231 -0.6182 3.5013  0.23
15 H 0.1426 -1.0622 1.8108  0.21
16 H 3.1599 0.8230 3.1541  0.22
17 H 2.4320 2.4129 2.8985  0.22
18 H 1.7914 1.3495 4.1330  0.23
19 H 3.4981 2.1422 0.8959  0.22
20 H 2.7987 2.1634 -0.7261  0.22
21 H 1.9474 2.9455 0.5944  0.21
22 H 3.5450 -0.4804 0.9132  0.22
23 H 2.0996 -1.3509 0.3922  0.22
24 H 2.9942 -0.3784 -0.7591  0.22
25 H -1.7439 1.7364 -0.8876  0.24
26 H -2.4434 1.6890 0.7380  0.25
27 H -2.2264 4.0790 0.8437  0.20
28 H -0.5648 5.3102 -0.4069  0.19
29 H 0.0830 3.7432 -1.1008  0.20
30 F -3.8231 8.3374 0.8107  -0.29
31 C -4.1732 7.1649 0.2328  0.41
32 C -5.2610 6.4597 0.7191  -0.22
33 C -5.6337 5.2632 0.1374  0.39
34 F -6.7165 4.5911 0.5890  -0.29
35 C -4.9203 4.7776 -0.9308  -0.16
36 C -3.8339 5.4819 -1.4844  -0.15
37 C -3.2024 4.8942 -2.6102  0.20
38 C -2.2202 5.3550 -3.5202  -0.17
39 C -1.8390 4.4752 -4.5553  -0.07
40 C -0.9546 4.8588 -5.5296  -0.22
41 C -0.3916 6.1171 -5.5015  -0.14
42 C -0.7290 7.0047 -4.4917  0.39
43 F -0.1760 8.2396 -4.4687  -0.29
44 C -1.6326 6.6352 -3.5212  -0.17
45 C -3.4657 6.6856 -0.8482  -0.19
46 H -5.8397 6.8529 1.5341  0.27
47 H -5.2256 3.8400 -1.3569  0.24
48 H -3.5799 3.9131 -2.8494  0.22
49 H -2.2726 3.4903 -4.5865  0.23
50 H -0.7180 4.1838 -6.3346  0.25
51 H 0.2869 6.4397 -6.2713  0.26
52 H -1.9027 7.3777 -2.7992  0.23
53 H -2.5907 7.2312 -1.1357  0.23


Table of max |F| (hartree/bohr), in record order: 0.064 0.040 0.018 0.041